*1*
The following is a quantum chemistry calculation of a 2-piece molecular cluster, C5H10N2 overall, from the OMol25 dataset.

Each atom is followed by the atoms it is bonded to, with distances in Å.
Atoms and positions in Å:
1 N 1.189 -0.075 0.013  C3 1.272, C4 1.355, C6 1.442
2 N -1.024 0.056 -0.100  C4 1.289, C5 1.354, C7 1.451
3 C 0.806 -1.288 0.038  N1 1.272, C7 1.456, H15 1.094
4 C 0.087 0.709 -0.086  N1 1.355, N2 1.289
5 C -2.331 0.383 0.038  N2 1.354, H14 1.148, H16 1.166, H17 1.048
6 C 2.515 0.487 0.096  N1 1.442, H9 1.068, H11 1.175, H12 1.110
7 C -0.647 -1.344 -0.052  N2 1.451, C3 1.456, H8 1.034, H10 1.109
8 H -1.159 -1.854 0.687  C7 1.034
9 H 2.703 0.696 -0.935  C6 1.068
10 H -0.864 -1.884 -0.996  C7 1.109
11 H 3.293 -0.344 0.386  C6 1.175
12 H 2.544 1.459 0.630  C6 1.110
13 H 0.063 2.350 -0.006  no bonds
14 H -3.002 0.874 -0.754  C5 1.148
15 H 1.538 -2.081 0.219  C3 1.094
16 H -2.367 1.216 0.854  C5 1.166
17 H -2.774 -0.447 0.499  C5 1.048

HOMO   -0.763 Ha
HOMO-LUMO gap   10.019 eV
E_LUMO   -10.8 eV
Total charge   +2


*2*
The following is a quantum chemistry calculation of an isolated ion of composition C5H10N2 and charge +2, from the OMol25 dataset.

Each atom is followed by the atoms it is bonded to, with distances in Å.
Atoms and positions in Å:
1 N 1.845 0.611 -0.091  C3 1.330, C7 1.308, H14 1.025
2 N -0.270 -0.065 0.068  C4 1.504, C5 1.542, C6 1.384, C7 1.438
3 C 1.962 -0.696 0.125  N1 1.330, C6 1.648, H11 1.034
4 C -1.220 0.365 1.151  N2 1.504, H9 1.068, H16 1.181, H17 1.089
5 C -1.044 -0.194 -1.260  N2 1.542, H10 1.081, H13 1.141, H15 1.069
6 C 0.416 -1.253 0.255  N2 1.384, C3 1.648, H8 1.123
7 C 0.614 1.023 -0.253  N1 1.308, N2 1.438, H12 1.037
8 H -0.050 -2.237 0.527  C6 1.123
9 H -1.411 1.415 1.104  C4 1.068
10 H -1.729 -1.001 -1.038  C5 1.081
11 H 2.862 -1.204 0.088  C3 1.034
12 H 0.242 1.969 -0.048  C7 1.037
13 H -0.573 -0.558 -2.232  C5 1.141
14 H 2.737 1.065 -0.309  N1 1.025
15 H -1.609 0.701 -1.415  C5 1.069
16 H -0.567 0.156 2.113  C4 1.181
17 H -2.205 -0.095 1.214  C4 1.089

HOMO (spin up / spin down)   -0.717 / -0.716 Ha
HOMO-LUMO gap (spin up / spin down)   8.301 / 8.272 eV
E_LUMO (spin up / spin down)   -11.2 / -11.2 eV
Structure (SMILES)   C[N+]1(C)C=C[NH+]=C1
Total charge   +2


*3*
The following is a quantum chemistry calculation of a 2-piece molecular cluster, C5H10N2 overall, from the OMol25 dataset.

Each atom is followed by the atoms it is bonded to, with distances in Å.
Atoms and positions in Å:
1 N -0.195 0.451 -0.036  C3 1.311, C5 1.435
2 N -0.466 -1.815 0.112  C3 1.347, H10 0.975, H14 1.004
3 C -0.999 -0.585 -0.023  N1 1.311, N2 1.347, C4 1.442
4 C -2.400 -0.305 -0.218  C3 1.442, H11 1.104, H12 1.143, H17 1.040
5 C -0.181 1.868 0.194  N1 1.435, H9 1.045, H13 1.094, H15 1.082
6 C 2.029 -0.254 0.071  C7 1.233
7 C 3.260 -0.226 0.014  C6 1.233, H8 1.106, H16 1.047
8 H 3.742 0.248 -0.861  C7 1.106
9 H 0.686 1.990 0.766  C5 1.045
10 H 0.441 -1.951 0.442  N2 0.975
11 H -2.593 -0.483 0.854  C4 1.104
12 H -2.442 0.734 -0.693  C4 1.143
13 H -0.089 2.304 -0.805  C5 1.094
14 H -0.834 -2.622 -0.358  N2 1.004
15 H -1.042 2.103 0.806  C5 1.082
16 H 4.130 -0.548 0.499  C7 1.047
17 H -3.047 -0.911 -0.763  C4 1.040

HOMO (spin up / spin down)   -0.745 / -0.743 Ha
HOMO-LUMO gap (spin up / spin down)   7.326 / 7.351 eV
E_LUMO (spin up / spin down)   -12.9 / -12.9 eV
Total charge   +2


The most stable of them is *1*.


*1*
The following is a quantum chemistry calculation of a 2-piece molecular cluster, C3H8O2S2 overall, from the OMol25 dataset.

Each atom is followed by the atoms it is bonded to, with distances in Å.
Atoms and positions in Å:
1 S 1.646 0.170 -2.391  S2 2.104, C5 1.878
2 S 3.041 -0.285 -0.883  S1 2.104, H13 1.361
3 O -2.104 0.808 0.984  C6 1.215
4 O -0.106 -0.597 2.912  H12 0.967, H14 0.977
5 C 0.246 0.979 -1.434  S1 1.878, C7 1.520, H10 1.099, H15 1.097
6 C -1.678 0.188 0.031  O3 1.215, C7 1.493, H11 1.121
7 C -0.237 0.046 -0.336  C5 1.520, C6 1.493, H8 1.099, H9 1.098
8 H -0.082 -0.995 -0.651  C7 1.099
9 H 0.301 0.307 0.585  C7 1.098
10 H -0.459 0.910 -2.274  C5 1.099
11 H -2.396 -0.562 -0.390  C6 1.121
12 H -0.653 -1.304 3.281  O4 0.967
13 H 3.014 -1.645 -0.833  S2 1.361
14 H -0.857 -0.064 2.587  O4 0.977
15 H 0.322 2.045 -1.189  C5 1.097

HOMO   -0.335 Ha
HOMO-LUMO gap   9.494 eV
E_LUMO   0.4 eV
Structure (SMILES)   O=CCCSS.O


*2*
The following is a quantum chemistry calculation of a 2-piece molecular cluster, C3H8O2S2 overall, from the OMol25 dataset.

Each atom is followed by the atoms it is bonded to, with distances in Å.
Atoms and positions in Å:
1 S 1.383 0.983 1.747  C7 1.653, H13 1.447
2 S -0.604 -1.893 1.615  H11 1.347
3 O 1.855 -0.185 -0.521  C7 1.338, H9 0.933
4 O -1.310 0.984 0.574  C5 1.368, H8 0.940
5 C -0.381 0.727 -0.398  O4 1.368, C6 1.545, C7 1.508, H10 1.155
6 C -0.730 -0.364 -1.435  C5 1.545, H12 1.084, H14 1.073, H15 1.080
7 C 0.959 0.457 0.239  S1 1.653, O3 1.338, C5 1.508
8 H -1.682 0.142 0.766  O4 0.940
9 H 2.725 -0.088 -0.199  O3 0.933
10 H -0.381 1.729 -0.974  C5 1.155
11 H 0.692 -2.163 1.365  S2 1.347
12 H 0.154 -0.844 -1.838  C6 1.084
13 H 0.101 1.466 2.212  S1 1.447
14 H -1.421 -1.038 -0.966  C6 1.073
15 H -1.360 0.087 -2.187  C6 1.080

HOMO   -0.263 Ha
HOMO-LUMO gap   5.967 eV
E_LUMO   -1.2 eV


The most stable of them is *1*.


*1*
The following is a quantum chemistry calculation of a 2-piece molecular cluster, C9H16N3O overall, from the OMol25 dataset.

Each atom is followed by the atoms it is bonded to, with distances in Å.
Atoms and positions in Å:
1 O -0.459 -2.229 1.813  C12 1.390, H18 0.964
2 N 1.206 0.662 1.695  C7 1.481, C11 1.363, H28 0.988
3 N 1.177 2.948 1.098  C11 1.375, H21 1.021, H22 0.980
4 N 1.490 1.240 -0.534  C11 1.355, H15 1.042, H16 0.984
5 C -1.443 -0.052 -1.039  C8 1.416, C10 1.371, H19 1.154
6 C 0.060 -2.304 -0.348  C9 1.400, C12 1.382, H26 1.144
7 C 0.530 0.912 2.989  N2 1.481, H17 1.112, H24 1.134, H27 1.117
8 C -1.398 -0.459 0.317  C5 1.416, C12 1.387, H29 1.044
9 C -0.025 -1.917 -1.691  C6 1.400, C10 1.432, H25 1.196
10 C -0.734 -0.714 -2.008  C5 1.371, C9 1.432, C13 1.475
11 C 1.396 1.634 0.758  N2 1.363, N3 1.375, N4 1.355
12 C -0.713 -1.635 0.582  O1 1.390, C6 1.382, C8 1.387
13 C -1.039 -0.580 -3.445  C10 1.475, H14 1.054, H20 1.106, H23 1.178
14 H -0.534 0.045 -4.128  C13 1.054
15 H 1.068 0.341 -0.849  N4 1.042
16 H 1.851 1.812 -1.250  N4 0.984
17 H 0.143 -0.036 3.420  C7 1.112
18 H -1.234 -2.429 2.350  O1 0.964
19 H -2.254 0.739 -1.252  C5 1.154
20 H -1.104 -1.576 -3.920  C13 1.106
21 H 1.420 3.705 0.459  N3 1.021
22 H 1.295 3.109 2.058  N3 0.980
23 H -2.179 -0.337 -3.617  C13 1.178
24 H 1.365 1.253 3.676  C7 1.134
25 H 0.622 -2.426 -2.559  C9 1.196
26 H 0.674 -3.200 0.010  C6 1.144
27 H -0.370 1.573 2.986  C7 1.117
28 H 0.988 -0.248 1.376  N2 0.988
29 H -1.798 0.166 1.052  C8 1.044

HOMO   -0.448 Ha
HOMO-LUMO gap   9.501 eV
E_LUMO   -2.7 eV
Total charge   +1


*2*
The following is a quantum chemistry calculation of a 2-piece molecular cluster, C9H16N3O overall, from the OMol25 dataset.

Each atom is followed by the atoms it is bonded to, with distances in Å.
Atoms and positions in Å:
1 O 1.690 1.872 1.157  C5 1.453, H29 0.951
2 N 1.286 -0.119 -0.656  C6 1.337, C7 1.463, C13 1.330
3 N -0.873 -0.758 -0.006  N4 1.401, C6 1.389, H22 1.014
4 N -1.519 0.431 -0.371  N3 1.401, C10 1.436
5 C 0.913 2.229 -0.018  O1 1.453, C7 1.522, H20 1.080, H28 1.056
6 C 0.476 -1.056 -0.152  N2 1.337, N3 1.389, C9 1.399
7 C 0.874 1.200 -1.138  N2 1.463, C5 1.522, H15 1.036, H18 1.038
8 C 2.311 -2.498 0.355  C9 1.367, C11 1.456, H21 1.119
9 C 0.961 -2.302 0.260  C6 1.399, C8 1.367, H16 1.072
10 C -2.596 0.727 0.531  N4 1.436, C12 1.537, H14 1.079, H26 1.092
11 C 3.188 -1.463 -0.174  C8 1.456, C13 1.370, H17 1.123
12 C -3.788 -0.244 0.507  C10 1.537, H23 1.149, H24 1.148, H25 1.110
13 C 2.602 -0.291 -0.575  N2 1.330, C11 1.370, H27 1.148
14 H -2.133 0.733 1.506  C10 1.079
15 H -0.089 1.115 -1.511  C7 1.036
16 H 0.360 -2.972 0.842  C9 1.072
17 H 4.308 -1.539 -0.134  C11 1.123
18 H 1.632 1.401 -1.817  C7 1.038
19 H -2.439 0.456 -1.762  no bonds
20 H 1.140 3.220 -0.382  C5 1.080
21 H 2.652 -3.407 0.913  C8 1.119
22 H -1.422 -1.592 0.168  N3 1.014
23 H -4.616 0.191 1.173  C12 1.149
24 H -3.711 -1.210 1.124  C12 1.148
25 H -4.040 -0.406 -0.562  C12 1.110
26 H -2.930 1.736 0.283  C10 1.092
27 H 3.247 0.632 -0.798  C13 1.148
28 H -0.090 2.157 0.306  C5 1.056
29 H 2.607 1.756 0.931  O1 0.951

HOMO (spin up / spin down)   -0.467 / -0.468 Ha
HOMO-LUMO gap (spin up / spin down)   8.507 / 8.508 eV
E_LUMO (spin up / spin down)   -4.2 / -4.2 eV
Total charge   +1


*3*
The following is a quantum chemistry calculation of a 2-piece molecular cluster, C9H16N3O overall, from the OMol25 dataset.

Each atom is followed by the atoms it is bonded to, with distances in Å.
Atoms and positions in Å:
1 O 2.883 0.054 -0.103  C6 1.395, H20 1.085
2 N -1.355 -2.522 1.294  C10 1.455, C13 1.352, H29 1.035
3 N 0.309 -2.020 -0.177  C13 1.370, H24 1.048, H26 1.042
4 N 0.884 -2.806 2.009  C13 1.344, H21 1.078, H23 1.020
5 C 1.309 1.566 0.785  C6 1.391, C11 1.385, H16 1.136
6 C 1.676 0.735 -0.268  O1 1.395, C5 1.391, C7 1.409
7 C 1.026 0.744 -1.518  C6 1.409, C9 1.401, H18 1.112
8 C -1.097 3.809 -1.200  C12 1.509, H14 1.055, H15 1.048, H27 1.200
9 C -0.026 1.630 -1.780  C7 1.401, C12 1.423, H28 1.123
10 C -2.277 -2.504 0.168  N2 1.455, H17 1.209, H19 1.259, H22 1.111
11 C 0.352 2.511 0.452  C5 1.385, C12 1.389, H25 1.103
12 C -0.281 2.611 -0.780  C8 1.509, C9 1.423, C11 1.389
13 C -0.022 -2.483 1.069  N2 1.352, N3 1.370, N4 1.344
14 H -0.573 4.446 -1.858  C8 1.055
15 H -1.935 3.447 -1.715  C8 1.048
16 H 1.732 1.270 1.797  C5 1.136
17 H -1.810 -2.617 -0.941  C10 1.209
18 H 1.424 -0.056 -2.179  C7 1.112
19 H -2.948 -3.568 0.102  C10 1.259
20 H 3.004 0.310 0.944  O1 1.085
21 H 1.882 -2.825 1.603  N4 1.078
22 H -3.094 -1.763 0.039  C10 1.111
23 H 0.857 -3.261 2.921  N4 1.020
24 H 1.291 -2.180 -0.504  N3 1.048
25 H 0.331 3.445 1.039  C11 1.103
26 H -0.009 -1.036 -0.306  N3 1.042
27 H -1.431 4.406 -0.215  C8 1.200
28 H -0.404 1.631 -2.837  C9 1.123
29 H -1.698 -2.973 2.159  N2 1.035

HOMO   -0.419 Ha
HOMO-LUMO gap   8.403 eV
E_LUMO   -3.0 eV
Total charge   +1


*4*
The following is a quantum chemistry calculation of a 2-piece molecular cluster, C9H16N3O overall, from the OMol25 dataset.

Each atom is followed by the atoms it is bonded to, with distances in Å.
Atoms and positions in Å:
1 O -1.325 -0.728 0.800  C8 1.412, H20 0.971
2 N -0.061 -2.449 -1.103  C7 1.459, C11 1.304, H18 1.010
3 N -1.741 -1.115 -1.934  C11 1.325, H24 1.018, H25 1.005
4 N -0.632 -2.592 -3.365  C11 1.400, H15 1.008, H26 1.005
5 C 0.750 2.262 0.405  C9 1.387, C12 1.389, H23 1.082
6 C -0.632 0.953 2.419  C8 1.380, C10 1.385, H17 1.085
7 C 0.974 -3.468 -1.237  N2 1.459, H14 1.085, H28 1.087, H29 1.092
8 C -0.598 0.435 1.141  O1 1.412, C6 1.380, C12 1.388
9 C 0.658 2.857 1.654  C5 1.387, C10 1.400, C13 1.490
10 C 0.075 2.113 2.687  C6 1.385, C9 1.400, H27 1.074
11 C -0.783 -2.015 -2.098  N2 1.304, N3 1.325, N4 1.400
12 C 0.100 1.067 0.121  C5 1.389, C8 1.388, H22 1.083
13 C 1.380 4.108 2.018  C9 1.490, H16 1.097, H19 1.089, H21 1.097
14 H 0.767 -4.188 -2.023  C7 1.085
15 H -1.362 -3.266 -3.535  N4 1.008
16 H 0.706 4.821 2.508  C13 1.097
17 H -1.304 0.538 3.163  C6 1.085
18 H -0.090 -1.981 -0.208  N2 1.010
19 H 1.900 4.634 1.218  C13 1.089
20 H -1.435 -1.224 1.627  O1 0.971
21 H 2.137 4.011 2.805  C13 1.097
22 H 0.223 0.512 -0.800  C12 1.083
23 H 1.486 2.609 -0.308  C5 1.082
24 H -1.796 -0.645 -1.032  N3 1.018
25 H -2.317 -0.733 -2.663  N3 1.005
26 H -0.327 -2.016 -4.129  N4 1.005
27 H 0.195 2.500 3.682  C10 1.074
28 H 1.139 -4.027 -0.319  C7 1.087
29 H 1.912 -2.973 -1.497  C7 1.092

HOMO   -0.430 Ha
HOMO-LUMO gap   8.906 eV
E_LUMO   -2.8 eV
Total charge   +1


The most stable of them is *4*.